No. 1
DFT (ωB97M-V/def2-TZVPD) results for one molecule with the formula C4H12N2O.

```
19
C4H12N2O | the OMol25 dataset | ωB97M-V/def2-TZVPD
N 0.625 2.280 -1.629
C 0.954 2.288 -0.197
C -0.023 1.331 0.500
N 0.160 -0.113 0.116
C -0.039 -1.111 1.182
C -1.159 -2.035 0.612
O -0.708 -2.689 -0.547
H 0.322 3.209 -1.839
H 1.391 2.004 -2.252
H 1.167 3.265 0.128
H 1.861 1.718 0.018
H -0.206 1.342 1.621
H -1.048 1.579 0.298
H 1.069 -0.243 -0.305
H 0.867 -1.704 1.427
H -0.423 -0.656 2.161
H -1.316 -2.737 1.339
H -2.167 -1.609 0.332
H 0.251 -2.667 -0.534
```

Computed properties:
- Kohn-Sham gap: 9.44 eV
- Calculated total energy: -9368.2539 eV
- SMILES: NCCNCCO
- LUMO: 0.9 eV

---

No. 2
DFT (ωB97M-V/def2-TZVPD) results for a 2-piece molecular cluster, C4H12N2O overall.

```
19
C4H12N2O | the OMol25 dataset | ωB97M-V/def2-TZVPD
C -1.065 -1.297 -1.213
C -1.282 0.045 -0.954
N -2.253 0.898 -1.409
C -0.660 0.674 0.397
C 0.714 1.422 0.031
N 0.498 2.092 -1.315
H -1.450 -1.794 -2.121
H -0.465 -1.726 -0.496
H -2.149 1.878 -1.069
H -3.183 0.455 -1.240
H -0.412 -0.045 1.138
H -1.472 1.448 0.692
H 1.518 0.674 -0.236
H 1.151 2.051 0.946
H 0.171 1.336 -1.800
H 1.465 2.405 -1.488
O 2.924 -3.657 3.731
H 3.495 -2.947 3.467
H 2.454 -3.912 2.939
```

Computed properties:
- Kohn-Sham gap: 9.04 eV
- Calculated total energy: -9367.8918 eV
- SMILES: C=C(N)CCN.O
- LUMO: 0.5 eV

---

No. 3
DFT (ωB97M-V/def2-TZVPD) results for a 2-piece molecular cluster, C4H12N2O overall.

```
19
C4H12N2O | the OMol25 dataset | ωB97M-V/def2-TZVPD
H -2.017 2.983 -0.688
N -1.250 2.332 -0.832
C -1.322 1.336 -0.034
N -1.161 0.018 -0.318
C -0.667 -0.895 0.727
C 0.709 -1.521 0.496
C 0.812 -2.151 -0.870
H -1.689 1.491 0.993
H -1.269 -0.359 -1.238
H -0.583 -0.232 1.587
H -1.428 -1.668 0.852
H 0.775 -2.354 1.208
H 1.550 -0.874 0.731
H 1.730 -2.715 -1.089
H 0.977 -1.419 -1.683
H -0.041 -2.686 -1.285
O 1.890 3.152 0.371
H 2.046 2.374 0.913
H 0.941 3.187 0.157
```

Computed properties:
- Kohn-Sham gap: 9.71 eV
- Calculated total energy: -9369.1788 eV
- SMILES: [H]/N=C/NCCC.O
- LUMO: 0.8 eV

---

No. 4
DFT (ωB97M-V/def2-TZVPD) results for one molecule with the formula C4H12N2O.

```
19
C4H12N2O | the OMol25 dataset | ωB97M-V/def2-TZVPD
C 0.439 -1.019 -2.047
N 1.055 -0.389 -0.892
C 0.280 -0.422 0.357
C -1.173 0.056 0.284
N -1.261 1.439 -0.205
C 1.102 0.374 1.369
O 0.468 0.489 2.654
H 0.596 -2.084 -1.968
H -0.614 -0.775 -2.156
H 0.937 -0.649 -2.942
H 1.224 0.587 -1.090
H 0.266 -1.480 0.658
H -1.707 -0.626 -0.356
H -1.597 -0.024 1.282
H -1.351 2.075 0.574
H -2.070 1.547 -0.802
H 2.078 -0.105 1.435
H 1.210 1.398 1.008
H 0.119 -0.390 2.837
```

Computed properties:
- Kohn-Sham gap: 9.68 eV
- Calculated total energy: -9369.7142 eV
- SMILES: CN[C@H](CN)CO
- LUMO: 0.9 eV

---

No. 5
DFT (ωB97M-V/def2-TZVPD) results for a 2-piece molecular cluster, C4H12N2O overall.

```
19
C4H12N2O | the OMol25 dataset | ωB97M-V/def2-TZVPD
H -0.682 -3.427 0.814
N -0.384 -2.472 0.968
C -0.834 -1.742 0.014
N -0.936 -0.385 0.140
C -0.802 0.399 -1.081
C 0.636 0.937 -1.288
C 0.797 2.350 -0.767
H -1.438 -2.130 -0.812
H -0.687 -0.108 1.072
H -1.161 -0.114 -1.970
H -1.463 1.265 -0.932
H 0.784 1.014 -2.373
H 1.345 0.203 -0.913
H 0.394 2.603 0.210
H 0.300 3.060 -1.443
H 1.843 2.660 -0.880
O 0.846 -1.021 2.949
H 0.990 -1.324 3.844
H 0.451 -1.768 2.448
```

Computed properties:
- Kohn-Sham gap: 10.10 eV
- Calculated total energy: -9369.9663 eV
- SMILES: [H]/N=C/NCCC.O
- LUMO: 1.0 eV

---

No. 6
DFT (ωB97M-V/def2-TZVPD) results for C4H12N2O as an isolated structure.

```
19
C4H12N2O | the OMol25 dataset | ωB97M-V/def2-TZVPD
C 2.125 0.334 -0.581
N 2.456 0.204 0.689
O 0.779 -0.787 1.747
H 1.526 -1.299 2.077
H 2.128 0.971 1.270
H 1.826 1.301 -0.997
H 0.771 -0.460 -0.638
H 2.692 -0.287 -1.271
C -1.663 1.153 0.633
N -0.179 -1.230 -0.576
C -1.382 -0.691 -1.083
C -2.017 0.375 -0.597
H 0.131 -1.231 0.721
H 0.123 -2.055 -1.079
H -1.677 -1.098 -2.043
H -2.904 0.696 -1.130
H -2.560 1.358 1.221
H -1.221 2.117 0.363
H -0.953 0.632 1.274
```

Computed properties:
- Kohn-Sham gap: 8.87 eV
- Calculated total energy: -9366.3201 eV
- LUMO: 0.4 eV

---

No. 7
DFT (ωB97M-V/def2-TZVPD) results for an isolated ion of composition C4H12N2O and charge +1.

```
19
C4H12N2O | the OMol25 dataset | ωB97M-V/def2-TZVPD
C 0.722 0.659 0.044
N 1.565 -0.397 0.523
C 1.560 -0.627 1.985
O 2.722 -1.309 2.323
C -0.321 0.052 -0.899
N -1.463 0.893 -1.107
C -2.614 0.405 -1.835
H 1.279 1.440 -0.472
H 0.191 1.148 0.858
H 2.508 -0.393 0.169
H 1.571 0.323 2.514
H 0.653 -1.194 2.188
H 2.533 -2.189 2.672
H 0.117 -0.135 -1.884
H -0.614 -0.949 -0.587
H -1.725 1.509 -0.335
H -2.417 0.522 -2.907
H -3.533 0.910 -1.550
H -2.735 -0.668 -1.699
```

Computed properties:
- Kohn-Sham gap (alpha / beta): 9.72 / 4.79 eV
- Calculated total energy: -9361.0932 eV
- <S²>: 0.754
- 2S+1: 2
- LUMO (alpha / beta): -3.1 / -7.9 eV
- Net charge: +1

---

No. 8
DFT (ωB97M-V/def2-TZVPD) results for a 2-piece molecular cluster, C4H12N2O overall.

```
19
C4H12N2O | the OMol25 dataset | ωB97M-V/def2-TZVPD
N 1.746 0.809 1.262
C 1.667 0.242 2.426
N 2.282 -0.919 2.632
H 1.297 1.709 1.108
H 2.180 0.323 0.480
H 1.101 0.777 3.188
H 1.896 -1.457 3.414
C -0.162 0.192 -2.122
C -1.181 0.234 -0.998
C -1.278 -1.075 -0.239
O -2.481 0.496 -1.500
H -0.129 1.136 -2.662
H -0.432 -0.586 -2.840
H 0.839 -0.021 -1.745
H -0.933 1.026 -0.266
H -0.397 -1.225 0.382
H -1.403 -1.919 -0.911
H -2.150 -1.052 0.411
H -2.462 1.309 -2.021
```

Computed properties:
- Kohn-Sham gap (alpha / beta): 8.67 / 4.58 eV
- Calculated total energy: -9360.9562 eV
- <S²>: 0.766
- 2S+1: 2
- LUMO (alpha / beta): -4.7 / -8.8 eV
- Net charge: +1

---

No. 9
DFT (ωB97M-V/def2-TZVPD) results for an isolated ion of composition C4H12N2O and charge +1.

```
19
C4H12N2O | the OMol25 dataset | ωB97M-V/def2-TZVPD
C 0.331 0.808 -1.652
O -0.499 1.973 -1.483
C 0.449 0.207 -0.239
C -0.184 -1.190 -0.117
C -0.456 -1.470 1.360
N -1.483 -0.635 1.873
N 1.831 0.152 0.265
H 1.324 1.141 -1.943
H -0.148 0.174 -2.402
H -0.647 2.421 -2.300
H -0.059 0.919 0.417
H 0.461 -1.977 -0.496
H -1.112 -1.103 -0.690
H 0.471 -1.276 1.929
H -0.748 -2.519 1.541
H -2.162 -0.087 1.343
H -1.688 -0.767 2.873
H 2.479 -0.073 -0.480
H 2.086 0.984 0.774
```

Computed properties:
- Kohn-Sham gap (alpha / beta): 9.88 / 4.96 eV
- Calculated total energy: -9361.1952 eV
- <S²>: 0.755
- 2S+1: 2
- LUMO (alpha / beta): -3.4 / -8.2 eV
- Net charge: +1

---

No. 10
DFT (ωB97M-V/def2-TZVPD) results for a 2-piece molecular cluster, C4H12N2O2 overall.

```
20
C4H12N2O2 | the OMol25 dataset | ωB97M-V/def2-TZVPD
C -0.070 1.094 0.586
C -1.648 0.994 0.434
C -2.368 0.141 -0.601
O -2.590 -1.175 0.059
N 0.524 -0.219 1.006
C 0.505 -1.197 -0.187
N 1.496 -0.846 -1.164
H 0.071 1.720 1.415
H 0.573 1.509 -0.206
H -2.092 1.609 1.170
H -1.686 -0.206 -1.374
H -3.225 0.563 -1.184
H 1.498 -0.104 1.194
H 0.887 -2.100 0.322
H -0.455 -1.343 -0.440
H 1.249 -0.055 -1.775
H 2.364 -0.498 -0.747
H 4.260 0.679 0.265
H -2.687 -0.841 0.990
O 3.395 0.273 0.237
```

Computed properties:
- Kohn-Sham gap: 3.58 eV
- Calculated total energy: -11409.7505 eV
- LUMO: -4.0 eV

---

No. 11
DFT (ωB97M-V/def2-TZVPD) results for C4H12N2O2 as an isolated structure.

```
20
C4H12N2O2 | the OMol25 dataset | ωB97M-V/def2-TZVPD
N -1.521 -0.973 0.595
C -0.406 -1.669 0.018
C 0.991 -1.101 0.284
N 1.858 -1.040 -0.701
C 1.264 0.258 -1.157
C 1.004 1.510 -0.224
O -1.656 0.864 -1.362
H -1.229 -0.591 1.536
H -2.289 1.518 -1.678
H -0.499 -1.703 -1.096
H -0.401 -2.719 0.298
H 1.298 -1.259 1.331
H 1.861 0.711 -1.954
H 0.296 0.072 -1.661
H 0.485 2.229 -0.918
H 1.843 1.889 0.324
H 0.139 1.387 0.433
H -0.906 0.396 3.489
H -1.549 -0.199 -0.134
O -0.582 0.420 2.579
```

Computed properties:
- Kohn-Sham gap: 4.33 eV
- Calculated total energy: -11406.7527 eV
- LUMO: -4.5 eV

---

No. 12
DFT (ωB97M-V/def2-TZVPD) results for a 2-piece molecular cluster, C4H12N2O2 overall.

```
20
C4H12N2O2 | the OMol25 dataset | ωB97M-V/def2-TZVPD
N -0.415 -1.818 1.376
C -1.106 -2.167 0.067
C -0.149 -1.822 -1.092
C -0.563 -0.397 -1.654
N 0.124 0.671 -0.795
C -0.677 1.451 0.038
O -0.322 2.461 0.616
H -0.504 -0.843 1.615
H -0.726 -2.335 2.222
H -1.350 -3.280 -0.035
H -2.074 -1.644 0.187
H 0.884 -1.847 -0.605
H -0.063 -2.555 -1.916
H -1.639 -0.360 -1.801
H -0.196 -0.429 -2.742
H 1.097 0.605 -0.715
H -1.728 1.169 0.125
O 2.697 1.811 1.086
H 1.838 2.099 0.685
H 2.471 0.879 1.131
```

Computed properties:
- Kohn-Sham gap: 10.40 eV
- Calculated total energy: -11416.7180 eV
- SMILES: NCCCNC=O.O
- LUMO: 0.8 eV

---

No. 13
DFT (ωB97M-V/def2-TZVPD) results for a 3-piece molecular cluster, C4H12N2O2 overall.

```
20
C4H12N2O2 | the OMol25 dataset | ωB97M-V/def2-TZVPD
H 2.242 1.577 -0.604
N 1.545 0.938 -0.218
C 1.993 -0.176 0.155
C 3.403 -0.657 0.095
H 1.267 -0.874 0.565
H 3.450 -1.562 -0.506
H 4.068 0.094 -0.330
H 3.740 -0.913 1.097
O -0.734 -1.788 0.860
C -1.430 -1.344 -0.029
O -2.776 -1.443 -0.026
H -1.085 -1.187 -1.061
H -3.065 -1.707 0.862
C -2.207 1.510 -0.479
N -1.298 0.692 0.303
H -3.229 1.157 -0.330
H -1.956 1.401 -1.533
H -2.159 2.573 -0.217
H -1.457 0.806 1.298
H -0.314 0.902 0.099
```

Computed properties:
- Kohn-Sham gap: 9.85 eV
- Calculated total energy: -11417.0123 eV
- SMILES: [H]/N=C\C.O=CO.CN
- LUMO: 1.0 eV

---

No. 14
DFT (ωB97M-V/def2-TZVPD) results for a 2-piece molecular cluster, C4H12N2O2 overall.

```
20
C4H12N2O2 | the OMol25 dataset | ωB97M-V/def2-TZVPD
C 1.752 0.946 -0.835
N 0.428 0.932 -0.367
C 0.070 1.638 0.734
O 0.875 2.091 1.513
C -0.729 0.336 -0.956
C -0.643 -1.293 -1.032
N -1.520 -1.967 -0.077
H 2.492 1.726 -0.261
H 1.892 1.139 -1.830
H 2.245 -0.052 -0.628
H -1.029 1.460 1.003
H -1.748 0.345 -0.317
H -0.993 0.833 -1.779
H -0.954 -1.566 -2.022
H 0.394 -1.695 -0.900
H -2.043 -2.721 -0.246
H -1.090 -1.907 0.807
O -0.104 -0.345 2.536
H 0.190 -0.195 1.716
H 0.516 0.296 2.942
```

Computed properties:
- Kohn-Sham gap: 9.81 eV
- Calculated total energy: -11415.4357 eV
- SMILES: CN(C=O)CCN.O
- LUMO: 0.8 eV

---

No. 15
DFT (ωB97M-V/def2-TZVPD) results for a 2-piece molecular cluster, C4H12N2O2 overall.

```
20
C4H12N2O2 | the OMol25 dataset | ωB97M-V/def2-TZVPD
N -1.171 -2.133 0.957
C -1.274 -1.081 -0.035
C -0.089 -1.125 -1.034
C 0.256 0.237 -1.635
N 0.847 1.055 -0.572
C 0.658 2.362 -0.384
O 1.301 3.032 0.418
H -0.252 -2.551 1.005
H -1.358 -1.781 1.885
H -2.183 -1.355 -0.583
H -1.539 -0.084 0.321
H 0.774 -1.579 -0.550
H -0.493 -1.846 -1.740
H -0.603 0.751 -2.025
H 1.067 -0.060 -2.251
H 1.617 0.559 -0.154
H -0.196 2.845 -0.860
O 1.138 0.676 2.226
H 0.907 1.593 2.015
H 0.593 0.483 2.994
```

Computed properties:
- Kohn-Sham gap: 10.05 eV
- Calculated total energy: -11417.3074 eV
- SMILES: NCCCNC=O.O
- LUMO: 0.8 eV

---

No. 16
DFT (ωB97M-V/def2-TZVPD) results for a 2-piece molecular cluster, C4H12N2O2 overall.

```
20
C4H12N2O2 | the OMol25 dataset | ωB97M-V/def2-TZVPD
C -1.081 -0.522 1.152
C -0.980 -1.112 -0.531
O -1.392 -0.172 -1.403
C 0.455 -1.649 -0.756
N 1.225 -1.043 -1.820
H -2.013 -1.028 1.390
H -1.253 0.545 1.275
H -0.305 -0.862 1.827
H -1.711 -1.929 -0.523
H -0.878 0.767 -1.232
H 0.366 -2.720 -0.973
H 1.036 -1.559 0.165
H 1.388 -0.063 -1.614
H 0.717 -1.092 -2.697
C 0.883 2.153 1.347
N 0.652 1.345 0.176
O -0.073 1.890 -0.688
H 0.966 1.493 2.212
H 0.139 2.941 1.498
H 1.860 2.618 1.195
```

Computed properties:
- Kohn-Sham gap: 7.30 eV
- Calculated total energy: -11413.5144 eV
- SMILES: C[C@@H](O)CN.CN=O
- LUMO: -1.3 eV

---

No. 17
DFT (ωB97M-V/def2-TZVPD) results for a 3-piece molecular cluster, C4H12N2O2 overall.

```
20
C4H12N2O2 | the OMol25 dataset | ωB97M-V/def2-TZVPD
C -0.066 -1.048 -1.366
C 0.518 -0.617 1.162
C 0.317 1.419 0.923
C 0.262 2.448 -0.173
N -1.290 -0.641 -1.106
N 0.218 -2.398 -1.439
O -1.533 0.554 -0.675
O -0.636 -1.371 1.435
H -1.368 -0.748 1.547
H -1.939 -1.362 -0.774
H 0.626 -0.329 -1.770
H 1.187 -2.615 -1.616
H -0.163 -2.948 -0.675
H 1.295 -1.196 0.662
H 0.983 -0.361 2.115
H 1.290 1.474 1.403
H -0.448 1.536 1.685
H 0.589 3.415 0.221
H 0.904 2.179 -1.012
H -0.745 2.610 -0.547
```

Computed properties:
- Kohn-Sham gap (alpha / beta): 8.46 / 8.46 eV
- Calculated total energy: -11412.3101 eV
- LUMO (alpha / beta): 0.8 / 0.8 eV

---

No. 18
DFT (ωB97M-V/def2-TZVPD) results for a 2-piece molecular cluster, C4H12N2O2 overall.

```
20
C4H12N2O2 | the OMol25 dataset | ωB97M-V/def2-TZVPD
C -1.269 1.946 1.104
C -0.883 0.457 0.808
C -0.521 0.090 -0.630
C 0.272 -1.208 -0.733
N 0.850 -1.420 -1.965
O 0.483 -1.875 0.241
N -0.473 2.903 0.391
H -2.369 1.998 1.015
H -0.953 2.221 2.150
H -1.749 -0.101 1.229
H -0.127 0.174 1.556
H 0.081 0.907 -1.037
H -1.403 0.049 -1.271
H 1.706 -1.965 -1.978
H 0.907 -0.741 -2.707
H -0.901 3.801 0.112
H -0.178 2.473 -0.499
H 2.758 -2.812 1.000
H 1.417 -3.365 0.710
O 2.353 -3.531 0.504
```

Computed properties:
- Kohn-Sham gap (alpha / beta): 9.03 / 3.44 eV
- Calculated total energy: -11408.2473 eV
- <S²>: 0.754
- 2S+1: 2
- LUMO (alpha / beta): -3.8 / -9.3 eV
- Net charge: +1

---

No. 19
DFT (ωB97M-V/def2-TZVPD) results for a 2-piece molecular cluster, C4H12N2O2 overall.

```
20
C4H12N2O2 | the OMol25 dataset | ωB97M-V/def2-TZVPD
N -2.009 0.397 -1.770
C -0.526 0.520 -1.894
C 0.135 1.062 -0.587
N 0.944 0.090 0.151
C 1.691 0.475 1.314
C 1.373 -0.073 2.704
O 0.498 -0.846 2.942
H -2.405 1.318 -1.761
H -2.328 -0.284 -2.435
H -0.172 0.916 -2.854
H -0.187 -0.533 -1.822
H -0.676 1.413 0.068
H 0.727 1.979 -0.604
H 0.523 -0.837 0.276
H 2.702 0.114 1.103
H 1.915 1.596 1.455
H 2.117 0.229 3.455
H -1.431 -2.907 0.788
H -1.699 -1.928 -0.406
O -1.194 -2.703 -0.125
```

Computed properties:
- Kohn-Sham gap (alpha / beta): 10.46 / 5.72 eV
- Calculated total energy: -11408.0923 eV
- <S²>: 0.755
- 2S+1: 2
- LUMO (alpha / beta): -3.3 / -8.0 eV
- Net charge: +1

---

No. 20
DFT (ωB97M-V/def2-TZVPD) results for C4H12N2O3 as an isolated structure.

```
21
C4H12N2O3 | the OMol25 dataset | ωB97M-V/def2-TZVPD
C 2.011 0.551 0.382
N 1.796 1.848 0.963
O 2.445 0.505 -0.811
H 1.168 0.583 -1.586
H 1.942 1.899 1.963
H 2.304 2.563 0.455
H 2.339 -0.207 1.113
H 0.656 0.115 0.249
C -0.995 -1.858 -1.110
C -1.960 -0.833 0.889
N -1.350 -0.628 -0.416
C -0.439 0.420 -0.522
O -0.862 1.551 0.121
O 0.137 0.554 -1.717
H -0.075 2.134 0.230
H -2.327 0.112 1.280
H -2.805 -1.512 0.778
H -0.198 -2.407 -0.587
H -1.879 -2.494 -1.165
H -0.661 -1.629 -2.117
H -1.248 -1.267 1.608
```

Computed properties:
- Kohn-Sham gap: 9.43 eV
- Calculated total energy: -13463.8196 eV
- LUMO: 0.8 eV

---

Energy relative to the best compared isomer or geometry (same formula, charge and spin)
In order: 283.7; 318.6; 194.4; 142.8; 118.4; 470.2; 127.8; 141.0; 117.9; 913.4; 1202.6; 241.1; 212.7; 364.8; 184.2; 550.2; 666.4; 228.1; 243.0; 239.4
Unit: kJ/mol
Strongest force on any atom
In order: 0.0657; 0.1109; 0.0557; 0.0147; 0.0432; 0.0652; 0.0419; 0.0055; 0.0308; 0.1097; 0.0938; 0.0982; 0.0166; 0.1192; 0.0452; 0.0756; 0.0619; 0.0809; 0.0541; 0.0200
Unit: hartree/bohr